Molecular formula: C32H97N7O15
Method: DFT, the ωB97M-V functional and the def2-TZVPD basis

E_HOMO = -8.3 eV
E = -2789.13328 Ha
energy relative to the best compared isomer or geometry (same formula, charge and spin) = 13.8 kcal per mole
largest force on an atom = 1.75 eV/A
HOMO-LUMO gap = 7.78 eV
molecular weight = 820.2 g/mol
LUMO level = -0.017 Eh

Last column: Mulliken charge in e.
Element x y z (Å)
C1 19.27646 -30.00012 -6.64338  -1.7678
C2 19.58435 -28.52904 -6.58696  0.4531
C3 18.67477 -27.77988 -5.62928  2.7495
O1 17.33344 -27.81548 -6.07087  -0.4999
C4 16.48764 -27.19273 -5.14948  0.0782
N1 20.99209 -28.36070 -6.20839  -0.6925
H1 18.24545 -30.23205 -6.90417  0.4581
H2 19.51606 -30.47678 -5.68475  0.3124
H3 19.94350 -30.49017 -7.35748  0.3815
H4 19.45788 -28.10555 -7.59116  0.3965
H5 18.99666 -26.73654 -5.49656  -0.9406
H6 18.72750 -28.30001 -4.65439  -1.0926
H7 16.79616 -26.14616 -5.10839  -0.3842
H8 16.63005 -27.66346 -4.16284  -0.2000
H9 15.42191 -27.28708 -5.34378  0.3944
H10 21.12030 -27.40850 -5.85066  0.3907
H11 21.13453 -28.97213 -5.39232  0.1972
C5 14.76701 -24.61447 -0.67657  -1.6059
C6 13.72653 -25.54449 -0.06358  0.5371
C7 12.77840 -24.79501 0.86493  -0.6354
O2 12.18903 -23.76165 0.09270  -0.3355
C8 11.63154 -22.73489 0.87876  -0.7816
N2 12.97469 -26.19194 -1.17108  -0.7320
H12 14.31919 -23.85314 -1.31564  0.4847
H13 15.43061 -25.18312 -1.34116  0.2269
H14 15.45205 -24.16736 0.05092  0.3881
H15 14.28941 -26.32962 0.45205  0.4117
H16 13.30019 -24.42958 1.75323  0.1285
H17 11.96420 -25.46662 1.17459  0.5038
H18 12.39549 -22.28071 1.52350  0.2844
H19 10.81158 -23.10749 1.50687  0.3052
H20 11.24568 -21.97023 0.20816  0.2767
H21 13.13085 -25.63445 -2.00599  0.2602
H22 11.97721 -26.08890 -1.00944  0.3051
C9 26.26758 -23.82376 0.09446  -1.2916
C10 25.50096 -25.01649 -0.44799  0.1724
C11 24.01704 -24.72957 -0.56761  -0.4593
O3 23.80429 -23.73409 -1.52234  -0.4915
C12 22.44613 -23.64603 -1.91713  0.1587
N3 26.08449 -25.33663 -1.77552  -0.7614
H23 26.45315 -23.09650 -0.69415  0.2917
H24 27.24668 -24.10173 0.49127  0.3717
H25 25.76253 -23.32318 0.92582  0.2991
H26 25.59654 -25.88721 0.20489  0.3648
H27 23.59134 -24.45331 0.41365  0.3394
H28 23.48577 -25.64672 -0.85466  0.2328
H29 21.87081 -23.15656 -1.12061  0.1968
H30 22.02375 -24.62320 -2.17514  -0.0585
H31 22.35843 -23.05012 -2.82349  -0.0213
H32 25.30367 -25.60745 -2.39008  0.2826
H33 26.23595 -24.44396 -2.25364  0.3411
C13 15.99613 -21.19384 -2.42577  -1.1654
C14 17.28494 -20.43800 -2.71697  0.3632
C15 17.69807 -19.47722 -1.62595  -0.6560
O4 16.60037 -18.70492 -1.19579  -0.3011
C16 16.95662 -17.60971 -0.41668  -0.7547
N4 18.36125 -21.40958 -3.04633  0.0121
H34 15.28405 -20.50506 -1.97153  0.5297
H35 16.14584 -22.05896 -1.77892  0.0640
H36 15.56023 -21.54442 -3.36233  0.2466
H37 17.13581 -19.89547 -3.65755  0.3137
H38 18.50324 -18.80037 -1.95853  0.4165
H39 18.15632 -20.05763 -0.80167  0.2555
H40 17.13173 -17.83796 0.64465  0.2799
H41 16.13678 -16.89013 -0.43009  0.2555
H42 17.85320 -17.10048 -0.79364  0.3174
H43 18.53947 -21.92855 -2.17556  -0.4991
H44 19.23309 -20.86801 -3.09105  0.2230
C17 16.84268 -31.21468 -5.17368  -0.5355
C18 16.67849 -31.95013 -3.85673  0.8815
C19 15.93707 -31.17777 -2.80100  -1.1993
O5 16.59272 -29.97078 -2.52957  0.1163
C20 15.99064 -29.28814 -1.46393  -0.8594
N5 16.09774 -33.29881 -4.09161  -0.7640
H45 17.48452 -30.34496 -5.00259  -0.4228
H46 15.89872 -30.77833 -5.50478  0.1793
H47 17.34002 -31.82803 -5.91961  0.4695
H48 17.68706 -32.13427 -3.44846  -0.0164
H49 15.91604 -31.79207 -1.88278  0.4919
H50 14.88119 -30.97523 -3.03438  0.4262
H51 16.41827 -28.29291 -1.38988  -0.1110
H52 16.11359 -29.84175 -0.53067  0.3931
H53 14.91956 -29.13202 -1.66583  0.4506
H54 15.78908 -33.73185 -3.22722  0.2564
H55 16.84143 -33.87425 -4.46562  0.2919
C21 16.32359 -23.78482 -6.04571  -1.7709
C22 17.76668 -23.65992 -6.52017  2.8976
C23 17.75176 -23.62449 -8.01894  -1.0293
O6 18.99517 -23.34771 -8.59890  -0.3998
C24 19.96888 -24.36388 -8.36352  -0.4182
N6 18.37304 -22.40465 -5.98826  -0.6221
H56 15.77653 -24.56973 -6.58189  0.4651
H57 15.73656 -22.87007 -6.16215  0.4459
H58 16.26156 -24.06969 -4.99174  0.1331
H59 18.36542 -24.47381 -6.10473  -1.3524
H60 17.08277 -22.88348 -8.46784  0.3088
H61 17.35293 -24.57783 -8.40429  0.3845
H62 20.34318 -24.33260 -7.33993  0.0610
H63 20.76476 -24.13811 -9.07273  0.3240
H64 19.56978 -25.34968 -8.62958  0.2660
H65 17.84769 -21.64708 -6.42576  0.3823
H66 18.16672 -22.29479 -4.98478  0.1059
C25 20.33145 -28.10600 -1.18631  -1.1265
C26 20.27008 -28.96335 -2.44583  3.1092
C27 21.66849 -29.32146 -2.90093  -1.2889
O7 21.58507 -30.14988 -4.03929  -0.2922
C28 22.52246 -31.19627 -4.09115  -1.0119
N7 19.51079 -30.19067 -2.08986  -0.6337
H67 19.36742 -27.94587 -0.70803  0.3379
H68 20.66980 -27.09057 -1.45543  -0.1995
H69 21.08045 -28.45599 -0.47011  0.3030
H70 19.72673 -28.37596 -3.19807  -1.7366
H71 22.22055 -29.76350 -2.06344  0.5611
H72 22.15500 -28.36678 -3.16344  0.3599
H73 23.53363 -30.78431 -4.02688  0.3373
H74 22.40908 -31.71386 -5.04082  0.2641
H75 22.34809 -31.92154 -3.28972  0.3255
H76 19.82159 -30.93292 -2.72616  0.4550
H77 18.53477 -30.08864 -2.41122  -0.1120
C29 15.82569 -24.03270 4.38277  -0.4109
C30 16.98998 -24.46947 3.52669  0.0580
O8 17.38022 -25.83287 3.74891  -0.5517
O9 14.66037 -24.68202 3.86912  -0.5066
H78 15.71324 -22.94707 4.36780  0.3513
H79 16.03574 -24.39987 5.39881  0.3025
H80 17.85640 -23.80584 3.64956  0.2408
H81 16.70861 -24.44749 2.47163  -0.1017
H82 17.54930 -25.93607 4.69371  0.2855
H83 13.90109 -24.35775 4.36631  0.2885
C31 18.17203 -24.83520 -2.17477  0.0812
C32 18.82207 -24.59098 -0.83457  -0.3428
O10 19.16767 -23.22800 -0.64389  -0.4170
O11 19.14099 -24.77960 -3.23797  1.2365
H84 17.38878 -24.08796 -2.36682  0.0012
H85 17.68057 -25.80720 -2.22673  -0.0984
H86 19.72051 -25.21699 -0.81017  0.1384
H87 18.11842 -24.93628 -0.06609  0.1938
H88 19.76554 -23.14910 0.12078  0.1046
H89 19.61150 -23.94424 -3.08251  -0.0937
O12 21.45801 -25.42358 -4.81610  -0.8245
H90 21.42474 -24.57011 -5.28213  0.2422
H91 20.64988 -25.43137 -4.28260  0.0145
O13 20.81539 -22.34609 1.39184  -0.5122
H92 21.50581 -21.68448 1.51474  0.2382
H93 20.68022 -22.73102 2.26587  0.2352
O14 21.10142 -22.69314 -5.05071  -0.7262
H94 20.17441 -22.59237 -5.38408  0.2711
H95 21.26064 -21.88665 -4.55138  0.2732
O15 19.28958 -26.70163 1.72593  -0.5643
H96 18.79528 -26.24898 2.43299  0.3258
H97 20.18219 -26.34120 1.77858  0.2619